C52H88AsN3O6SSbTi as an isolated structure, computed with ωB97M-V/def2-TZVPD.

Output
Charge: -1
Energy above the lowest of the compared OMol25 structures with the same formula, charge and spin (kJ/mol): 16.1
Lowest unoccupied orbital energy (eV): 2.29

```
153
Properties=species:S:1:pos:R:3:forces:R:3
Ti -0.6195 -0.8007 0.6946 0.613 -0.017 0.061
C -4.4092 3.7950 -3.1982 0.014 -0.015 0.009
C -4.9721 3.5466 -1.7909 0.029 0.011 -0.008
C -4.6273 4.7417 -0.8913 -0.009 -0.003 0.000
C -6.4947 3.4585 -1.8969 -0.002 -0.003 0.000
C -4.3531 2.2741 -1.2105 -0.030 -0.027 0.011
C -2.9697 2.2183 -1.0333 0.033 0.040 -0.037
C -2.3797 1.0820 -0.5099 0.033 -0.067 0.083
N -1.0176 0.7642 -0.4268 -0.048 0.435 -0.151
C -0.1736 0.9597 -1.5248 0.131 -0.057 0.128
C -0.0247 2.0720 -2.3440 -0.101 0.011 -0.100
C 0.7198 1.9694 -3.5184 0.001 0.007 0.033
C 1.2989 0.7413 -3.8357 0.003 0.048 -0.018
C 1.2321 -0.3721 -2.9993 0.257 -0.035 0.158
C 0.5531 -0.2093 -1.7916 -0.418 -0.052 -0.182
O 0.3751 -1.1710 -0.8778 0.219 0.108 0.140
C 1.8364 -1.7263 -3.3705 -0.042 0.002 -0.012
C 0.7100 -2.7667 -3.4728 0.002 0.002 -0.007
C 2.8420 -2.1712 -2.3024 -0.004 -0.047 0.001
C 2.5704 -1.6738 -4.7111 -0.001 -0.001 -0.016
C 0.8418 3.1355 -4.5029 -0.021 -0.002 -0.009
C 0.0249 2.8074 -5.7616 0.017 0.003 -0.002
C 0.3107 4.4435 -3.9133 -0.013 0.001 -0.018
C 2.3064 3.3635 -4.9009 0.005 0.007 0.018
C -3.1845 0.0111 -0.0714 0.029 0.076 -0.127
O -2.4931 -1.0040 0.4901 -0.077 -0.018 0.098
C -4.5520 -0.0071 -0.3354 -0.031 -0.118 0.168
C -5.1084 1.1557 -0.8841 -0.007 0.035 -0.048
C -5.3840 -1.2792 -0.1285 0.013 0.039 -0.017
C -5.3953 -1.6972 1.3441 -0.001 0.003 0.005
C -6.8360 -1.0943 -0.5744 0.000 -0.002 0.006
C -4.7773 -2.4156 -0.9679 -0.002 0.021 -0.026
H -4.8303 4.7099 -3.6250 -0.001 -0.002 0.003
H -4.6508 2.9599 -3.8589 -0.001 0.004 -0.002
H -3.3231 3.8976 -3.1800 -0.004 0.007 0.000
H -5.0560 5.6617 -1.2989 0.000 -0.001 0.003
H -3.5491 4.8803 -0.8056 -0.003 -0.002 0.000
H -5.0244 4.5895 0.1143 0.005 0.006 -0.002
H -6.8873 4.3997 -2.2889 -0.004 -0.002 -0.003
H -6.9523 3.2811 -0.9216 -0.005 0.007 -0.007
H -6.8047 2.6587 -2.5726 -0.003 0.004 0.004
H -2.3560 3.0612 -1.3158 0.008 -0.015 0.016
H -0.5003 3.0025 -2.0785 -0.012 -0.022 0.016
H 1.8272 0.6503 -4.7752 0.004 -0.001 0.008
H 0.2046 -2.8869 -2.5156 -0.008 -0.001 -0.001
H 1.1214 -3.7365 -3.7707 0.007 0.012 0.007
H -0.0260 -2.4628 -4.2216 0.006 0.002 0.002
H 3.2627 -3.1456 -2.5717 -0.002 0.004 0.011
H 2.3706 -2.2475 -1.3237 0.016 0.013 0.008
H 3.6599 -1.4520 -2.2406 0.019 0.027 0.010
H 1.9004 -1.4077 -5.5320 0.003 0.002 0.003
H 2.9899 -2.6588 -4.9293 0.001 0.006 0.008
H 3.3934 -0.9545 -4.6873 -0.003 -0.012 -0.016
H -1.0200 2.6262 -5.5017 -0.001 0.004 0.000
H 0.4083 1.9110 -6.2522 -0.007 0.002 -0.001
H 0.0680 3.6357 -6.4755 0.001 -0.008 -0.002
H -0.7613 4.3896 -3.7116 0.007 0.000 0.007
H 0.4722 5.2572 -4.6246 0.000 -0.001 0.006
H 0.8238 4.6977 -2.9832 -0.002 0.005 -0.003
H 2.7520 2.4725 -5.3445 -0.005 -0.001 -0.003
H 2.9049 3.6365 -4.0302 -0.025 -0.009 -0.051
H 2.3748 4.1723 -5.6342 -0.002 0.003 0.004
H -6.1698 1.1724 -1.0758 0.005 0.000 0.017
H -5.8481 -0.9195 1.9638 -0.004 -0.019 -0.001
H -4.3832 -1.8782 1.6964 -0.002 0.005 -0.014
H -5.9723 -2.6188 1.4703 -0.006 0.003 -0.003
H -7.3464 -0.3270 0.0122 0.002 0.000 -0.004
H -7.3729 -2.0353 -0.4324 0.001 0.004 -0.003
H -6.9035 -0.8248 -1.6306 -0.007 -0.008 0.009
H -3.7479 -2.6179 -0.6760 0.004 -0.006 0.016
H -4.7903 -2.1533 -2.0285 0.006 -0.003 0.001
H -5.3620 -3.3311 -0.8338 0.001 0.007 -0.001
O 0.2760 0.8593 4.2941 0.085 0.181 0.079
C 0.2580 0.2769 3.2348 -0.239 0.066 -0.116
O -0.4249 0.6043 2.1749 -0.168 -0.376 -0.195
C 1.0458 -1.0245 3.0123 0.095 -0.193 -0.379
O 1.5380 -1.6740 3.9205 0.133 -0.077 0.192
O 1.0691 -1.3826 1.7680 -0.468 -0.124 0.016
C 4.0173 3.2749 -1.5037 -0.010 -0.031 0.009
C 4.8676 2.0240 -1.2609 0.018 0.029 0.062
C 6.3169 2.4180 -0.9032 -0.040 0.016 -0.062
C 4.8350 1.2284 -2.5696 -0.007 -0.006 0.035
Sb 3.8013 0.8143 0.2655 0.078 0.037 -0.083
C 5.3697 -0.6219 0.9180 0.001 0.051 0.128
C 6.1049 -1.1799 -0.2971 -0.049 -0.031 0.028
C 4.5750 -1.7523 1.5821 0.009 0.039 0.009
C 6.4065 -0.1044 1.9135 -0.025 -0.024 -0.020
C 3.7134 2.2419 1.9521 -0.072 -0.058 0.004
C 4.8657 3.2319 2.0830 -0.006 -0.021 -0.006
C 3.5937 1.4559 3.2627 0.006 0.021 -0.011
C 2.3900 2.9867 1.7258 0.044 -0.012 0.060
H 4.4271 3.8344 -2.3556 0.004 -0.010 0.024
H 4.0048 3.9490 -0.6493 -0.001 0.023 0.056
H 2.9832 3.0106 -1.7472 0.008 0.005 0.012
H 6.4234 3.5044 -0.8376 -0.007 -0.005 0.012
H 7.0149 2.0757 -1.6732 -0.007 -0.004 -0.006
H 6.6609 2.0102 0.0443 0.016 0.010 -0.004
H 5.2472 1.8445 -3.3806 0.007 -0.007 0.006
H 3.8104 0.9662 -2.8438 0.002 -0.018 -0.010
H 5.4237 0.3124 -2.5211 0.014 -0.046 0.009
H 5.4208 -1.6346 -1.0148 -0.009 0.014 -0.039
H 6.7973 -1.9650 0.0354 -0.005 -0.003 -0.014
H 6.6931 -0.4184 -0.8099 0.033 0.039 -0.017
H 3.8146 -2.1633 0.9136 0.008 -0.004 0.004
H 4.0598 -1.4123 2.4852 0.015 -0.053 -0.040
H 5.2566 -2.5645 1.8699 -0.004 0.010 0.006
H 6.9750 0.7440 1.5320 0.026 -0.004 0.011
H 7.1276 -0.9046 2.1313 -0.015 -0.008 -0.007
H 5.9507 0.1832 2.8587 0.068 0.000 -0.041
H 5.8195 2.7255 2.2442 -0.003 0.007 -0.006
H 4.6863 3.8797 2.9517 -0.001 -0.002 -0.006
H 4.9696 3.8776 1.2117 0.003 0.016 -0.035
H 4.5710 1.1802 3.6589 -0.070 0.001 0.001
H 3.0052 0.5439 3.1654 -0.030 0.012 0.032
H 3.0954 2.0701 4.0204 -0.009 0.005 -0.006
H 2.3707 3.5338 0.7818 -0.001 0.010 -0.025
H 2.2361 3.7084 2.5375 -0.010 0.001 0.000
H 1.5385 2.3019 1.7303 0.011 0.031 -0.019
C -2.4329 -1.8865 6.7141 0.003 0.005 -0.023
C -1.4280 -1.9212 5.5700 0.025 0.023 -0.025
As -2.1744 -1.8683 3.7445 -0.010 0.012 0.059
C -3.4862 -0.4083 3.9854 0.036 0.021 -0.006
C -2.8847 0.8993 4.4905 -0.019 -0.004 0.000
C -3.4085 -3.4147 3.9225 0.034 -0.022 0.027
C -3.3653 -4.3936 2.7524 -0.020 -0.029 0.022
H -1.9277 -1.9289 7.6825 0.008 -0.006 -0.004
H -3.1277 -2.7279 6.6697 -0.010 0.008 0.017
H -3.0259 -0.9710 6.6956 0.005 -0.001 0.006
H -0.8252 -2.8328 5.6008 0.006 -0.009 0.020
H -0.7195 -1.0934 5.6282 -0.004 0.002 0.031
H -4.2747 -0.7687 4.6517 0.009 -0.018 0.013
H -3.9365 -0.2455 3.0069 0.013 0.000 0.036
H -2.3078 0.7662 5.4061 0.004 0.005 0.002
H -3.6762 1.6250 4.6966 -0.014 -0.009 -0.016
H -2.2119 1.3321 3.7534 0.015 -0.001 0.002
H -4.4173 -3.0278 4.0798 -0.008 0.028 -0.072
H -3.1238 -3.9277 4.8437 -0.036 -0.021 0.004
H -4.2044 -5.0947 2.7941 0.021 -0.011 0.021
H -2.4417 -4.9775 2.7720 -0.004 0.016 0.006
H -3.3918 -3.8869 1.7889 -0.038 0.009 -0.006
C -0.8687 -6.6170 0.5473 -0.014 0.004 0.000
N -0.1183 -5.8318 1.5020 0.083 -0.015 -0.011
C 0.6491 -6.3208 2.5492 -0.081 0.005 -0.005
C 1.1760 -5.2530 3.1777 -0.035 0.052 -0.004
N 0.7357 -4.1306 2.5095 0.096 -0.192 0.147
C -0.0482 -4.4731 1.4724 -0.190 -0.025 -0.107
S -0.8607 -3.5305 0.3279 0.033 0.076 0.107
H -0.9082 -7.6461 0.8978 0.012 0.003 0.006
H -0.3996 -6.5778 -0.4360 0.002 0.009 0.001
H -1.8773 -6.2154 0.4588 0.000 0.000 0.012
H 0.7304 -7.3736 2.7494 0.008 0.003 -0.002
H 1.8125 -5.1784 4.0402 0.013 -0.003 -0.016
H 1.0206 -3.1854 2.7509 0.050 0.175 -0.075
```
Forces are in eV/Å.